1.
Formula: C30H24BaF3N6O2S2
Source: the OMol25 dataset
Level of theory: wB97M-V/def2-TZVPD

Values from the calculation:
net charge: -1
E_LUMO: 2.431 eV
orbital gap: 6.555 eV
energy relative to the best compared isomer or geometry (same formula, charge and spin): 1.193 eV
maximum force: 2.1 eV/Å

```
68
Properties=species:S:1:pos:R:3:forces:R:3:lowdin_charge:R:1
Ba 0.2916 0.5107 -0.4468 1.482 1.242 0.857 1.7782
N -2.6648 1.7613 -2.8874 0.070 0.156 -0.112 0.0469
C -1.8712 2.2175 -1.8643 -0.261 0.232 0.306 -1.0248
S -0.5660 3.2700 -2.2305 -0.175 -0.298 0.096 0.4647
N -2.2915 1.7975 -0.6654 -0.096 0.030 -0.192 -0.1053
N -1.4400 2.1111 0.3566 -0.914 1.093 0.174 -0.2812
C -1.8976 2.0758 1.5380 -0.023 0.099 0.466 -0.1411
C -0.9944 2.2380 2.7031 -0.142 0.053 -0.321 -0.2829
C -1.4792 1.9662 3.9768 -0.097 -0.042 0.149 -0.0421
C -0.6189 2.0681 5.0572 -0.015 -0.001 0.008 -0.0766
C 0.6929 2.4481 4.8282 -0.009 0.008 -0.012 -0.0728
C 1.0842 2.7056 3.5198 -0.089 -0.085 -0.132 -0.1496
N 0.2685 2.6082 2.4747 0.045 0.019 0.102 0.1240
H -2.1971 1.7630 -3.7779 -0.005 -0.014 -0.038 0.0632
H -3.1852 0.9247 -2.6711 0.001 -0.021 0.023 0.0818
H -2.9546 1.8870 1.7331 -0.056 -0.010 -0.010 0.1186
H -2.5090 1.6496 4.1053 0.064 0.017 -0.003 0.1089
H -0.9616 1.8345 6.0585 0.011 0.009 -0.028 0.1044
H 1.4087 2.5193 5.6372 -0.020 0.003 -0.035 0.1009
H 2.1122 2.9732 3.2952 -0.049 -0.019 -0.009 0.1068
C -2.6621 -1.3221 0.8542 0.042 -0.008 0.075 -0.0263
C -1.8513 -1.3205 2.1263 0.014 0.010 -0.127 -0.3242
C -2.4349 -1.7646 3.3401 -0.063 0.011 -0.101 -0.0307
C -1.6819 -1.7707 4.4688 0.059 -0.033 0.066 -0.0278
C -0.3275 -1.3659 4.4275 -0.061 0.040 -0.022 -0.1849
C 0.4691 -1.3734 5.5939 0.010 -0.022 -0.025 -0.0806
C 1.7713 -0.9704 5.5003 0.109 0.047 -0.136 -0.1094
C 2.3087 -0.5615 4.2667 -0.008 -0.031 0.005 -0.1511
C 1.5815 -0.5352 3.0811 -0.092 0.026 -0.024 -0.6726
S 2.3534 -0.0203 1.6016 0.505 -0.337 0.714 0.3585
C 0.1947 -0.9401 3.1797 -0.187 0.113 -0.275 -0.2225
N -0.6103 -0.9044 2.0607 0.457 -0.100 0.284 0.0937
H -3.4896 -2.0296 0.9191 -0.024 0.013 0.032 0.0792
H -2.0318 -1.6053 0.0105 -0.011 -0.014 0.109 0.0414
H -3.0740 -0.3344 0.6381 -0.008 0.062 0.006 0.0594
H -3.4660 -2.0943 3.3480 -0.014 0.004 -0.010 0.1035
H -2.0991 -2.1015 5.4145 0.004 0.012 0.003 0.1103
H 0.0393 -1.7081 6.5322 0.001 0.023 -0.036 0.0978
H 2.4034 -0.9697 6.3827 0.006 0.017 -0.048 0.0946
H 3.3453 -0.2503 4.2096 -0.020 -0.026 0.039 0.0862
F 5.1518 1.2154 -6.2042 -0.041 -0.075 -0.165 0.1447
C 5.5234 1.8032 -5.0556 -0.179 0.018 0.158 -0.5939
F 6.7020 1.2598 -4.7101 0.187 -0.060 0.035 0.1424
F 5.7447 3.0967 -5.3256 0.080 0.116 -0.069 0.1363
C 4.4925 1.6153 -3.9780 0.074 -0.018 -0.075 -0.1184
C 4.1761 0.3316 -3.5637 0.031 -0.076 -0.042 0.0112
C 3.2216 0.1885 -2.5747 -0.103 0.122 0.130 -0.1080
N 2.6024 1.2289 -2.0108 0.188 -0.021 -0.129 -0.0173
C 2.9108 2.4556 -2.4229 -0.079 -0.167 0.065 -0.1253
C 3.8580 2.6983 -3.4069 -0.032 0.113 0.021 0.0183
H 4.6563 -0.5344 -4.0016 -0.024 0.030 0.028 0.1252
H 2.9352 -0.7962 -2.2155 0.011 0.071 -0.015 0.1208
H 2.3642 3.2690 -1.9594 0.015 -0.043 -0.001 0.0868
H 4.0809 3.7085 -3.7181 -0.011 -0.012 0.009 0.1197
O -0.0988 -1.7581 -1.1584 -0.470 -1.202 -0.986 -0.2928
C -0.5510 -1.3737 -2.2819 0.055 -0.522 -0.105 -0.7111
O -0.2752 -0.2673 -2.8058 -0.126 -0.651 -0.577 -0.1995
C -1.5214 -2.2899 -2.9923 -0.033 0.115 -0.054 -0.1334
C -2.0697 -3.3898 -2.3434 -0.010 -0.104 -0.032 -0.0264
C -2.9931 -4.1973 -2.9980 0.050 0.100 -0.045 -0.0864
C -3.3613 -3.9123 -4.3094 0.070 0.048 0.082 -0.1041
C -2.8061 -2.8169 -4.9618 0.028 -0.007 0.070 -0.0894
C -1.8930 -2.0055 -4.3000 -0.122 -0.008 -0.130 -0.0274
H -1.7586 -3.5996 -1.3268 -0.011 0.008 -0.052 0.1130
H -3.4265 -5.0476 -2.4856 0.007 0.002 -0.009 0.0957
H -4.0805 -4.5406 -4.8211 0.009 -0.002 0.011 0.0931
H -3.0895 -2.5927 -5.9834 0.002 -0.007 0.020 0.0957
H -1.4603 -1.1360 -4.7813 -0.009 -0.048 0.039 0.1142
```
Forces are in eV/Å.

---

2.
Formula: C30H24Cl5CoF3S3Sb
Source: the OMol25 dataset
Level of theory: wB97M-V/def2-TZVPD

Values from the calculation:
<S²>: 0.778
spin multiplicity: 2
net charge: +1
E_LUMO (alpha / beta): -2.911 / -2.291 eV
orbital gap (alpha / beta): 8.302 / 8.959 eV
energy relative to the best compared isomer or geometry (same formula, charge and spin): 0.000 eV
maximum force: 0.1 eV/Å

```
67
Properties=species:S:1:pos:R:3:forces:R:3:lowdin_charge:R:1
Co 0.2208 1.6236 -0.1238 -0.039 -0.073 0.011 -0.3328
C 2.6022 3.5375 -0.9233 0.005 -0.004 0.004 -0.4600
C 1.6649 4.5268 -0.2532 -0.009 0.003 -0.007 -0.4353
S -0.0337 3.8689 -0.2016 -0.007 0.001 -0.009 0.9655
C -0.5323 4.2222 1.5047 0.011 0.004 -0.006 -0.4478
C 0.3038 3.5440 2.5809 -0.004 -0.005 0.006 -0.4445
S 0.4314 1.7444 2.3314 0.002 0.001 -0.003 0.8731
C 2.2080 1.4496 2.5038 -0.006 0.003 0.002 -0.4660
C 3.0864 2.1342 1.4699 0.004 -0.001 -0.006 -0.4353
S 2.5096 1.8575 -0.2371 0.008 0.000 0.007 0.9022
H 2.3458 3.4115 -1.9761 0.000 0.002 0.000 0.0812
H 3.6364 3.8792 -0.8739 -0.001 0.003 -0.005 0.0983
H 1.9845 4.7614 0.7606 0.003 -0.001 0.000 0.0712
H 1.6497 5.4595 -0.8165 0.004 0.002 0.004 0.0949
H -0.5342 5.3038 1.6446 -0.004 -0.001 0.003 0.0984
H -1.5670 3.8795 1.5467 -0.003 -0.002 0.001 0.0662
H 1.3090 3.9610 2.6304 -0.001 0.000 -0.003 0.0721
H -0.1637 3.7194 3.5495 0.003 0.004 0.000 0.0922
H 2.5281 1.7345 3.5067 0.002 -0.002 0.000 0.0993
H 2.2936 0.3626 2.4338 0.003 -0.002 -0.001 0.0688
H 3.1270 3.2095 1.6361 0.002 -0.001 0.002 0.0714
H 4.1050 1.7539 1.5396 0.000 0.002 0.003 0.0933
Cl -0.3403 1.6690 -2.8819 -0.019 0.023 -0.010 0.7188
C -1.8249 1.5161 -1.9584 0.006 0.006 0.003 -0.6932
C -1.6758 1.4898 -0.5787 0.036 0.003 -0.033 -0.3991
C -2.8418 1.2916 0.1438 -0.018 0.000 0.013 -0.6765
Cl -2.7576 1.2012 1.8801 0.009 0.000 -0.012 0.7019
C -4.0831 1.1070 -0.4682 0.007 -0.001 0.001 -0.6997
Cl -5.4887 0.8214 0.4720 -0.002 0.001 0.000 0.7236
C -4.1765 1.1328 -1.8595 0.005 0.011 0.001 -0.7100
Cl -5.6830 0.8699 -2.6320 0.003 -0.004 0.000 0.7286
C -3.0289 1.3440 -2.6227 -0.011 0.008 -0.002 -0.7188
Cl -3.0993 1.3310 -4.3355 0.001 -0.006 0.002 0.7240
F 2.0642 -3.4348 5.0849 0.000 0.003 0.000 0.0836
C 1.6321 -2.9164 3.9286 0.001 -0.009 0.001 -0.2742
C 2.3330 -3.1950 2.7708 -0.001 0.001 -0.004 0.0082
C 1.8798 -2.6534 1.5763 -0.001 0.001 0.005 -0.1057
C 0.7449 -1.8446 1.5481 0.000 -0.015 -0.001 -0.3674
C 0.0649 -1.5809 2.7379 0.007 -0.002 0.005 -0.1603
C 0.5014 -2.1210 3.9382 -0.003 0.006 -0.003 0.0098
Sb 0.1339 -0.9144 -0.2511 0.004 0.028 0.036 1.6184
C -1.7613 -1.7536 -0.6467 0.002 0.014 0.006 -0.3513
C -2.6207 -2.1604 0.3696 0.001 0.000 0.000 -0.1052
C -3.9061 -2.5899 0.0742 0.002 -0.001 0.000 0.0034
C -4.3091 -2.6042 -1.2476 -0.006 0.001 0.003 -0.2775
F -5.5518 -3.0088 -1.5379 0.000 0.001 0.000 0.0826
C -3.4764 -2.2197 -2.2817 0.007 0.001 -0.008 0.0037
C -2.1958 -1.7890 -1.9707 -0.003 -0.008 0.009 -0.1175
C 1.2832 -1.9505 -1.6796 -0.003 0.002 0.000 -0.3784
C 2.2600 -1.2990 -2.4267 -0.001 -0.003 0.002 -0.1237
C 3.0087 -1.9905 -3.3680 0.002 0.006 0.003 0.0062
C 2.7576 -3.3372 -3.5435 0.000 -0.005 -0.003 -0.2718
F 3.4744 -4.0120 -4.4496 0.000 0.001 0.000 0.0853
C 1.7915 -4.0154 -2.8219 0.002 0.000 0.001 0.0122
C 1.0517 -3.3105 -1.8872 0.006 0.004 -0.006 -0.1105
H 3.2085 -3.8283 2.8134 0.000 0.000 0.000 0.1270
H 2.4191 -2.8729 0.6623 0.002 0.001 0.002 0.0986
H -0.8111 -0.9419 2.7447 -0.005 0.002 -0.003 0.0634
H -0.0168 -1.9357 4.8692 0.001 -0.001 0.000 0.1283
H -2.3018 -2.1500 1.4043 0.002 -0.002 -0.001 0.0909
H -4.5922 -2.9072 0.8474 0.000 -0.001 -0.001 0.1290
H -3.8348 -2.2530 -3.3018 -0.002 0.001 -0.001 0.1303
H -1.5374 -1.4826 -2.7774 -0.001 -0.001 -0.003 0.1090
H 2.4455 -0.2414 -2.2840 0.000 0.001 -0.002 0.0616
H 3.7711 -1.5058 -3.9621 0.000 -0.001 -0.001 0.1255
H 1.6297 -5.0694 -3.0011 0.000 0.000 -0.001 0.1280
H 0.2844 -3.8290 -1.3234 -0.002 0.001 0.000 0.1125
```
Forces are in eV/Å.